# 1
The following is a DFT calculation (ωB97M-V with the def2-TZVPD basis set) of a cluster of 2 separate species, C3H10NOS in total.

The HOMO energy is -2.7 eV. The LUMO energy comes out at 4.02 eV. The total energy comes out at -648.5199 hartree. Its charge is -1.

Cartesian coordinates (Å):
1 C -0.096 -0.267 1.028
2 C -0.487 0.872 0.089
3 S -0.158 0.508 -1.718
4 C 1.299 -0.796 0.853
5 N 2.311 0.271 1.046
6 H -0.722 -1.146 0.797
7 H -0.329 0.027 2.055
8 H 0.206 1.686 0.298
9 H -1.502 1.195 0.317
10 H 1.425 -1.297 -0.107
11 H 1.460 -1.559 1.626
12 H 3.233 -0.144 1.123
13 H 2.330 0.791 0.170
14 H -3.250 -0.420 -3.177
15 H -2.416 0.366 -2.147
16 O -3.304 -0.087 -2.255

# 2
The following is a DFT calculation (ωB97M-V with the def2-TZVPD basis set) of the ion C3H10NP2 with charge +1.

The HOMO energy (spin up / spin down) is -14.4 / -14.4 eV. The LUMO energy (spin up / spin down) comes out at -6.69 / -6.69 eV. The total energy comes out at -857.4318 hartree. Its charge is +1.

Cartesian coordinates (Å):
1 C 1.128 -0.700 1.200
2 P 0.044 0.024 -0.081
3 C 0.671 0.251 -1.748
4 C -0.404 1.705 0.459
5 N -1.394 -0.649 -0.013
6 P -1.617 -2.553 -0.002
7 H 1.897 -1.345 0.898
8 H 0.455 -1.340 1.811
9 H 1.434 -0.063 1.943
10 H 1.300 -0.506 -2.081
11 H 1.229 1.249 -1.885
12 H -0.201 0.181 -2.364
13 H 0.423 2.277 0.234
14 H -0.709 1.786 1.447
15 H -1.280 2.005 -0.198
16 H -2.978 -2.322 0.380

# 3
The following is a DFT calculation (ωB97M-V with the def2-TZVPD basis set) of a structure of composition C3H10NPS.

The HOMO energy is -8.0 eV. The LUMO energy comes out at 0.76 eV. The total energy comes out at -914.4596 hartree.

Cartesian coordinates (Å):
1 C -2.071 -0.399 0.073
2 C -1.188 -0.396 -2.307
3 C -1.398 0.193 -1.137
4 N 1.881 -0.481 0.707
5 P 1.973 1.082 0.920
6 S 1.599 -1.518 1.995
7 H -1.345 -0.419 0.899
8 H -2.949 0.202 0.290
9 H -2.422 -1.425 -0.178
10 H -0.568 -0.074 -3.206
11 H -1.589 -1.287 -2.452
12 H 3.055 1.336 1.801
13 H -0.889 1.154 -0.985
14 H 0.962 1.966 1.303
15 H 2.129 1.521 -0.280
16 H 2.819 -1.454 2.557

# 4
The following is a DFT calculation (ωB97M-V with the def2-TZVPD basis set) of a cluster of 2 separate species, C3H10NS in total.

The HOMO energy is -2.0 eV. The LUMO energy comes out at 3.58 eV. The total energy comes out at -573.2023 hartree. Its charge is -1.

Cartesian coordinates (Å):
1 C -1.920 1.075 -0.302
2 S -0.685 2.404 -0.093
3 H -1.276 0.268 -0.667
4 H -2.854 1.287 -0.838
5 H -2.423 0.748 0.710
6 C 0.746 -3.010 -0.122
7 N 0.779 -1.528 -0.207
8 C 1.714 -0.909 0.742
9 H 0.856 -3.485 -1.145
10 H -0.281 -3.271 0.270
11 H 1.560 -3.281 0.557
12 H 0.659 -0.999 -1.063
13 H 1.560 -1.159 1.863
14 H 2.829 -1.050 0.542
15 H 1.646 0.239 0.803

For each record above, in turn, the calculated relative energy (zero: lowest compared OMol25 entry of this formula, charge and spin) values are 30.5 123.1 246.9 209.6 kJ/mol.
For each record above, in turn, the calculated F_max values are 1.452 8.609 4.621 2.439 eV Å⁻¹.